[1]
The following is a quantum chemistry calculation of a 2-piece molecular cluster, C9H10N2S overall in a non-equilibrium geometry, from OMol25.

Each line ends with the Mulliken charge.
Geometry (Å):
C -1.763 1.278 0.210  0.245
C 2.991 -0.360 0.682  -0.417
C 2.173 0.477 1.424  -0.654
C 2.504 -0.944 -0.477  -0.708
C 0.880 0.730 1.011  -0.425
C 1.219 -0.682 -0.907  -0.351
C 0.387 0.168 -0.172  1.103
C -1.265 0.563 -2.101  -1.556
C -0.955 0.496 -0.631  0.319
N -2.471 1.789 0.964  -0.644
N -2.762 -1.184 1.519  -0.451
S -2.372 -1.415 -0.063  0.053
H 4.004 -0.553 1.005  0.386
H 2.545 0.944 2.325  0.386
H 3.137 -1.604 -1.053  0.374
H 0.246 1.391 1.586  0.379
H 0.847 -1.149 -1.805  0.263
H -0.661 1.342 -2.570  0.379
H -1.044 -0.381 -2.590  0.371
H -2.315 0.797 -2.257  0.395
H -2.020 -1.353 2.185  0.254
H -3.305 -0.352 1.717  0.300

Results
* HOMO: -8.201 eV
* ΔE to the lowest compared entry with this formula, charge and spin: 1.512 eV
* LUMO level: -0.028 Eh

***

[2]
The following is a quantum chemistry calculation of one molecule with the formula C9H10N4S in a non-equilibrium geometry, from OMol25.

Each line ends with the Mulliken charge.
Geometry (Å):
C 3.832 0.933 1.124  -0.690
C 3.368 -0.265 0.743  -0.020
C 2.847 -0.548 -0.556  -0.575
S 1.068 -1.336 -0.615  -0.217
C 0.185 0.190 -0.463  0.505
N 0.663 1.448 -0.437  -0.061
N -0.186 2.588 -0.430  -0.748
C -1.461 2.333 -0.204  -0.403
C -2.025 1.094 0.123  0.422
C -3.272 0.525 0.552  -0.509
N -3.065 -0.798 0.660  -0.565
C -1.924 -1.173 0.095  0.706
C -1.330 -2.645 0.195  -1.218
N -1.190 -0.052 -0.265  0.060
H 4.324 1.205 2.097  0.258
H 3.603 1.766 0.486  0.238
H 3.428 -1.062 1.645  0.174
H 3.604 -1.278 -0.824  0.419
H 2.823 0.302 -1.278  0.341
H -1.955 3.222 -0.097  0.507
H -4.304 0.973 0.675  0.354
H -0.515 -2.713 1.106  0.246
H -2.194 -3.246 0.406  0.352
H -0.771 -2.777 -0.721  0.421

Results
* SMILES: C=CCSc1nncc2cnc(C)n12
* HOMO: -8.298 eV
* ΔE to the lowest compared entry with this formula, charge and spin: 4.354 eV
* LUMO level: 0.009 Eh

***

[3]
The following is a quantum chemistry calculation of C9H10NO2PdS2Se3Te2 as an isolated structure, from OMol25.

Each line ends with the Mulliken charge.
Geometry (Å):
Pd 0.658 -2.128 1.553  -0.005
Se 2.225 -2.325 3.760  -0.384
Se 2.161 -3.887 2.064  -0.258
Te -0.249 -4.684 2.584  0.217
Se -0.876 -6.113 0.722  -0.603
C 2.795 -1.195 -1.268  -0.997
Te 0.866 -2.042 -1.007  0.555
C 1.564 -3.980 -1.552  -0.887
H 3.496 -1.804 -0.702  0.338
H 2.772 -0.180 -0.884  0.309
H 3.047 -1.200 -2.326  0.348
H 1.675 -4.035 -2.633  0.349
H 0.846 -4.722 -1.204  0.124
H 2.523 -4.146 -1.064  0.257
O 1.580 2.991 -0.776  -0.658
S 0.444 2.169 -1.087  1.102
O 0.223 1.823 -2.464  -0.651
N 0.441 0.814 -0.155  -0.239
C -0.577 0.786 0.663  0.708
S -0.950 -0.449 1.753  -0.263
C -1.476 1.986 0.581  0.082
C -2.619 2.279 1.306  -0.648
C -3.281 3.469 1.034  -0.555
C -2.812 4.348 0.060  -0.438
C -1.665 4.054 -0.666  -0.612
C -1.024 2.866 -0.381  0.251
H -2.978 1.592 2.060  0.406
H -4.177 3.720 1.588  0.375
H -3.348 5.269 -0.131  0.372
H -1.286 4.725 -1.426  0.403

Results
* HOMO: -3.883 eV
* ΔE to the lowest compared entry with this formula, charge and spin: 0.481 eV
* LUMO level: 0.058 Eh
* net charge: -1

***

[4]
The following is a quantum chemistry calculation of an isolated ion of composition C9H10NOS and charge +1 in a non-equilibrium geometry, from OMol25.

Each line ends with the Mulliken charge.
Geometry (Å):
C -3.112 0.708 -0.147  -0.594
C -2.960 0.543 -1.545  -0.513
C -2.051 0.458 0.713  -0.246
C -1.764 0.356 -2.120  -0.567
C -0.807 0.132 0.152  0.254
C -0.709 0.214 -1.273  0.570
C 1.402 -0.177 -0.020  0.723
C 0.543 -0.085 2.236  -1.028
C 3.670 -0.845 -0.344  -0.761
N 0.375 0.058 0.813  0.147
O 2.627 -0.322 0.500  -0.388
S 1.019 -0.075 -1.707  -0.130
H -4.108 0.993 0.329  0.322
H -3.813 0.376 -2.146  0.420
H -2.311 0.560 1.842  0.255
H -1.413 0.319 -3.169  0.361
H -0.222 -0.848 2.440  0.441
H 1.484 -0.472 2.429  0.398
H 0.452 0.875 2.760  0.290
H 4.463 -0.643 0.197  0.331
H 3.764 -0.259 -1.321  0.337
H 3.473 -1.869 -0.620  0.378

Results
* HOMO: -12.885 eV
* ΔE to the lowest compared entry with this formula, charge and spin: 0.000 eV
* LUMO level: -0.135 Eh
* net charge: +1

***

[5]
The following is a quantum chemistry calculation of C9H10O2S as an isolated structure in a non-equilibrium geometry, from OMol25.

Each line ends with the Löwdin spin population.
Geometry (Å):
C 1.069 1.647 -2.002  0.470
C 0.947 2.674 -1.093  0.088
C 0.739 0.323 -1.568  0.201
C 0.585 2.433 0.156  0.272
C 0.324 0.084 -0.308  0.127
C 0.221 1.103 0.616  0.454
C -0.153 -1.029 2.058  0.022
C -0.170 -1.239 0.096  0.008
C -1.530 -1.566 -0.426  0.008
O -1.283 -1.547 2.696  0.013
O 0.620 -2.359 -0.047  0.004
S 0.107 0.750 2.363  0.281
H 1.213 1.767 -3.109  0.025
H 1.218 3.719 -1.391  -0.003
H 0.890 -0.551 -2.268  0.005
H 0.637 3.351 0.816  0.011
H 0.699 -1.738 2.450  0.005
H -1.739 -2.651 -0.350  0.001
H -1.506 -1.171 -1.534  0.002
H -2.447 -1.022 0.206  0.002
H -2.033 -0.880 2.805  0.002
H 1.592 -2.097 -0.167  0.002

Results
* 2S+1: 3
* HOMO (spin up / spin down): -4.966 / -8.614 eV
* ΔE to the lowest compared entry with this formula, charge and spin: 0.098 eV
* LUMO level (spin up / spin down): 0.026 / -0.089 Eh
* ⟨S²⟩: 2.019

***

[6]
The following is a quantum chemistry calculation of a 2-piece molecular cluster, C9H10O3 overall in a non-equilibrium geometry, from OMol25.

Each line ends with the Mulliken charge.
Geometry (Å):
C -3.407 -1.058 -0.353  -1.127
C -1.880 -0.431 -0.313  0.100
C -2.031 1.033 -0.228  -0.129
C -1.043 1.971 0.286  -0.763
C 0.155 1.406 0.655  -0.127
C 0.142 -0.023 0.788  0.267
C 2.359 -1.151 0.237  -0.313
C 3.354 0.140 -0.149  0.396
C -0.814 -0.811 0.252  -0.159
H -3.943 -0.430 -1.001  0.401
H -3.408 -2.138 -0.926  0.268
H -4.019 -1.113 0.615  0.270
H -3.072 1.427 -0.642  0.123
H -1.225 3.035 0.145  0.380
H 0.832 2.156 1.215  0.290
H 1.870 -1.550 -0.593  0.321
H 3.004 -1.941 0.774  0.277
H 4.633 0.706 -1.446  0.454
H -0.259 -1.661 0.234  0.492
O 1.421 -0.651 1.191  -0.425
O 4.757 -0.342 -0.438  -0.510
O 2.572 1.423 -0.303  -0.486

Results
* HOMO: -8.642 eV
* ΔE to the lowest compared entry with this formula, charge and spin: 10.223 eV
* LUMO level: -0.039 Eh

***

[7]
The following is a quantum chemistry calculation of one molecule with the formula C9H10O4 in a non-equilibrium geometry, from OMol25.

Each line ends with the Mulliken charge.
Geometry (Å):
C 1.455 2.427 -0.376  -0.709
O 1.213 1.612 0.776  -0.470
C 1.150 0.286 0.439  0.349
C 2.172 -0.675 0.687  -0.342
C 1.947 -2.036 0.405  -0.422
C 0.855 -2.446 -0.295  -0.524
C -0.099 -1.465 -0.777  -0.151
C -0.008 -0.193 -0.351  0.356
O -0.957 0.625 -0.694  -0.489
C -1.843 1.160 0.301  -0.568
C -2.576 -0.017 0.650  0.622
O -2.573 -0.718 1.570  -0.495
O -3.307 -0.323 -0.528  -0.483
H 2.448 2.254 -0.648  0.364
H 1.346 3.497 -0.048  0.212
H 0.779 2.107 -1.235  0.275
H 3.213 -0.308 0.846  0.293
H 2.718 -2.797 0.667  0.322
H 0.576 -3.455 -0.468  0.400
H -1.014 -1.732 -1.342  0.356
H -1.319 1.601 1.065  0.395
H -2.412 1.758 -0.284  0.370
H -3.763 -1.163 -0.361  0.338

Results
* SMILES: COc1ccccc1OCC(=O)O
* HOMO: -8.699 eV
* ΔE to the lowest compared entry with this formula, charge and spin: 2.867 eV
* LUMO level: 0.028 Eh

***

[8]
The following is a quantum chemistry calculation of an isolated ion of composition C9H10O4PS and charge -1 in a non-equilibrium geometry, from OMol25.

Each line ends with the Mulliken charge.
Geometry (Å):
C -2.011 1.093 3.917  -0.929
C -2.669 1.470 2.845  -0.186
C -1.973 1.404 1.512  -0.527
P -0.461 0.418 1.567  0.037
O -0.903 -0.991 1.737  -0.646
S -0.710 0.587 -0.711  1.198
O -1.965 0.013 -1.226  -0.720
O -0.503 1.977 -1.165  -0.723
C 0.608 -0.261 -1.489  0.360
C 0.819 -0.381 -2.795  -0.677
C 1.829 -1.297 -3.166  -0.297
C 2.732 -1.876 -2.329  -0.697
C 2.821 -1.414 -0.990  0.193
O 2.918 -0.065 -0.770  -0.438
C 1.620 -0.545 -0.513  -0.278
H -2.589 1.108 4.839  0.228
H -1.155 0.568 3.761  0.413
H -3.649 1.846 2.906  0.395
H -1.844 2.501 1.129  0.325
H -2.619 0.856 0.818  0.343
H 0.011 0.018 -3.373  0.399
H 1.708 -1.653 -4.145  0.349
H 3.406 -2.676 -2.726  0.323
H 3.274 -2.067 -0.169  0.309
H 1.307 -0.633 0.539  0.245

Results
* SMILES: C=CCP(=O)=[S@@](=O)([O-])C1=CC=C[C@H]2O[C@@H]12
* HOMO: -4.228 eV
* ΔE to the lowest compared entry with this formula, charge and spin: 3.902 eV
* LUMO level: 0.120 Eh
* net charge: -1

***

Question: Which value of ΔE to the lowest compared entry with this formula, charge and spin does entry 3 give?
Answer: 0.481 eV

***

Question: What is the formula in the sixth record?
Answer: C9H10O3

***

Question: Number 5 is which compound?
Answer: C9H10O2S